(1)
18
Properties=species:S:1:pos:R:3:forces:R:3 method="wB97M-V/def2-TZVPD" smiles=OC[C@H]1CCCN1 total_charge=0 homo_ev=-8.8 gap_ev=9.78 e_lumo_ev=0.933
N -0.84495 -0.49289 0.61686 -3.43 -0.37 4.28
C -0.75605 0.62194 1.55452 -1.35 1.31 -3.93
C -0.03713 1.62461 0.64066 -0.21 2.40 1.05
C 0.90932 0.73608 -0.18818 1.63 -0.84 0.84
C 0.35305 -0.68392 -0.05317 -0.88 0.13 -2.15
C -0.26714 -1.37218 -1.29302 2.68 1.45 -0.59
O 0.79148 -1.33733 -2.27285 -0.10 -1.08 -1.26
H -0.84144 -1.25702 1.25893 -1.22 -1.15 0.19
H -1.68429 0.97338 1.99747 -0.44 -0.04 -0.56
H -0.18448 0.37862 2.34221 2.58 -0.80 3.00
H -0.73994 2.23324 -0.00256 0.63 -0.56 1.00
H 0.49602 2.28695 1.46519 -0.63 -0.61 -2.43
H 1.77832 0.78014 0.46624 0.62 -0.37 -0.36
H 1.31818 0.82461 -1.21085 -0.79 1.05 0.37
H 0.96710 -1.38221 0.47721 1.09 -0.33 0.10
H -0.93593 -0.69337 -1.80271 -1.32 -0.14 1.10
H -0.69096 -2.35140 -0.97181 0.35 0.50 -0.81
H 0.36884 -0.88925 -3.02416 0.78 -0.56 0.16

***

(2)
21
Properties=species:S:1:pos:R:3:forces:R:3 method="wB97M-V/def2-TZVPD" total_charge=0 homo_ev=-9.1 gap_ev=9.89 e_lumo_ev=0.831
C 1.70799 -0.77183 1.82688 -0.19 0.18 0.26
C -1.80337 1.66062 -0.19028 -0.09 -0.09 -0.02
C -0.47301 -1.81620 -1.36720 -0.10 0.04 0.07
C 0.56192 0.16954 1.53651 0.58 -0.04 0.28
C 0.45247 0.61841 0.11207 -0.17 0.09 -0.13
C -0.91282 0.48534 -0.45696 -0.13 0.22 0.00
C -1.30844 -0.60732 -1.09170 -0.06 -0.20 -0.27
C 1.46308 1.15802 -0.55672 0.16 -0.09 0.09
O -0.22706 0.51059 2.38646 -0.05 -0.03 -0.17
H -2.32252 -0.64996 -1.47898 -0.05 0.11 0.07
H 1.81437 -0.90925 2.89650 -0.01 -0.02 0.14
H 2.63339 -0.39832 1.40260 0.14 0.02 -0.11
H 1.48892 -1.72930 1.36266 0.02 -0.17 -0.12
H -2.80767 1.47607 -0.56340 -0.10 0.03 -0.04
H -1.40140 2.55603 -0.66562 0.00 0.07 0.01
H -1.84878 1.83788 0.88302 -0.03 0.10 0.06
H 2.44432 1.31261 -0.12509 -0.01 -0.09 0.09
H 1.34089 1.48606 -1.57749 -0.11 0.09 -0.11
H -0.96204 -2.71006 -0.97500 0.05 -0.05 -0.02
H 0.51133 -1.72507 -0.91620 0.11 -0.08 -0.03
H -0.35158 -1.95387 -2.44206 0.05 -0.08 -0.04

***

(3)
114
Properties=species:S:1:pos:R:3:forces:R:3 method="wB97M-V/def2-TZVPD" total_charge=0 homo_ev="-9.2 / -9.2" gap_ev="7.03 / 8.03" spin_multiplicity=4 e_lumo_ev="-2.164 / -1.165"
Cr -0.40438 0.53447 1.01711 0.87 -0.02 -0.33
C -1.13753 -3.12976 -4.71111 -0.63 1.22 2.81
F -1.19015 -3.38888 -5.95527 0.07 -0.30 -1.95
F -2.42154 -3.10377 -4.20112 1.10 -0.61 -0.44
F -0.42013 -4.07150 -4.07766 -0.30 0.24 -0.08
S -0.55763 -1.38359 -4.26785 -0.89 -0.72 -1.05
O -1.47607 -0.59080 -5.04849 0.63 0.18 0.23
O -0.73835 -1.38724 -2.83701 0.64 0.15 0.40
N 0.96884 -1.23906 -4.62973 -0.89 -0.18 1.07
S 1.46730 -0.57616 -5.96175 0.18 -2.39 -1.54
O 0.93357 -1.15675 -7.15622 -0.57 0.30 0.06
O 1.69620 0.80355 -5.89562 -0.09 2.71 0.51
C 3.12490 -1.27076 -5.95841 0.77 -2.14 -0.02
F 3.05346 -2.60533 -6.20419 -0.20 0.21 0.52
F 3.83777 -0.79414 -6.95275 0.37 0.98 -0.44
F 3.80525 -1.11884 -4.81750 -0.07 0.33 0.15
C -3.55078 0.28671 -1.74408 0.28 -1.80 -0.56
F -2.38332 0.74036 -2.18122 0.21 -0.51 0.68
F -4.38863 1.26153 -1.89437 -1.43 1.00 0.31
F -3.95120 -0.74163 -2.51432 0.46 0.62 1.08
S -3.48024 -0.12654 0.18122 -1.62 2.50 -1.29
O -3.51754 1.29402 0.66509 0.21 -2.93 -0.32
O -4.56225 -1.02074 0.51713 1.27 0.80 -0.07
N -1.98352 -0.72473 0.42659 -0.80 1.02 0.93
S -1.80715 -2.31633 0.15452 0.45 -0.31 -2.68
O -2.72647 -2.74255 -0.86379 0.51 0.09 1.34
O -0.39959 -2.45710 0.00475 0.35 -0.06 -0.07
C -2.00585 -3.33666 1.65081 0.00 0.93 -0.09
F -1.29460 -2.80246 2.65856 -0.25 -0.40 -0.13
F -3.26714 -3.43964 2.01280 -0.11 -0.50 0.26
F -1.46899 -4.47208 1.26042 -0.40 -0.60 0.69
C 2.44388 -0.70703 3.93368 -0.48 2.53 1.40
F 3.53234 0.00594 4.18852 0.59 -0.13 0.31
F 2.70033 -1.97515 4.02164 -0.41 -0.45 0.18
F 1.50897 -0.28005 4.85930 0.66 -1.12 -1.05
S 1.99428 -0.23493 2.23197 -0.88 0.67 1.92
O 3.08756 -0.76942 1.58117 2.33 -0.89 -2.03
O 0.68975 -0.84075 2.09423 -1.70 -0.78 -0.61
N 1.61737 1.29639 2.00368 -0.37 -0.05 -0.04
S 2.70907 2.51866 1.97497 0.99 1.27 -1.30
O 4.06848 2.02424 2.07778 -1.69 0.65 -0.02
O 2.32968 3.48826 0.92020 0.70 -2.20 2.45
C 2.27678 3.39707 3.60899 0.16 0.12 -0.90
F 2.61932 2.70765 4.68541 -0.40 -0.16 -0.34
F 2.92853 4.54200 3.61204 0.18 0.21 0.00
F 0.96207 3.66260 3.58932 0.18 -0.35 0.36
C 4.49859 -2.80279 -1.54793 -0.29 0.99 0.02
C 3.21902 -3.50661 -1.28876 -0.78 -0.61 0.04
C 3.27693 -4.26163 0.02070 0.93 -0.57 0.23
O 2.11876 -4.99926 0.25996 -0.80 1.16 1.02
C 1.88653 -6.08406 -0.55532 0.27 -1.27 -0.97
N 2.13851 -2.54475 -1.20917 -0.76 0.35 1.29
H 4.68774 -2.14162 -0.68126 0.36 -0.36 -0.37
H 4.30853 -2.15284 -2.40531 0.54 -0.10 -0.13
H 5.26746 -3.52872 -1.74577 0.66 0.05 -0.05
H 3.02199 -4.25786 -2.06823 0.14 0.11 -0.09
H 3.47774 -3.60131 0.87572 -0.56 0.17 -0.20
H 4.12813 -4.97093 0.07263 -0.01 0.22 -0.55
H 2.85161 -6.63162 -0.72243 -0.73 -0.10 0.36
H 1.52387 -5.88599 -1.59792 -0.02 0.34 0.82
H 1.12433 -6.67223 -0.01011 0.54 -0.09 -0.56
H 1.34132 -2.89388 -0.68438 0.38 -0.40 -0.04
H 1.71411 -2.22344 -2.05572 0.30 -0.14 -1.09
C -1.38090 0.78762 5.20136 3.26 -0.24 1.63
C -1.60816 0.13369 3.92782 -0.93 0.08 -2.65
C -3.02123 -0.40367 3.84161 0.74 0.09 -0.20
O -3.93243 0.66251 3.86928 0.55 0.14 -0.15
C -5.25703 0.21173 3.67912 1.23 -2.87 1.46
N -1.43859 1.07210 2.69514 1.30 0.25 0.95
H -1.94954 1.63124 5.45577 -1.21 0.99 0.02
H -0.30427 1.10420 5.27422 -0.89 -0.15 0.02
H -1.48840 0.00561 5.96358 -0.10 0.32 0.10
H -0.93457 -0.72113 3.76091 -0.16 0.48 0.25
H -3.15772 -1.14099 4.62643 -0.29 -0.01 0.57
H -3.02147 -0.99235 2.93767 -0.81 -0.06 -0.74
H -5.55729 -0.31950 4.65503 -0.16 0.76 -1.51
H -5.23102 -0.49511 2.84448 -0.40 -0.21 0.18
H -5.87217 0.99200 3.39195 -1.20 1.73 -0.10
H -0.91415 1.93828 2.93719 -0.52 -0.69 0.32
H -2.31511 1.44276 2.34152 -0.58 -0.06 0.40
C -0.09825 4.68958 -0.39348 -1.31 -0.81 -0.74
C -0.76119 3.71072 0.61650 0.54 -0.41 -0.08
C -2.07781 4.27156 1.06575 0.68 0.43 1.68
O -2.33502 3.79868 2.40493 -0.38 -0.13 -1.35
C -3.58633 4.31096 2.86148 -0.08 -1.07 -1.31
N -1.00598 2.29151 0.13466 1.82 0.34 -0.82
H -0.31863 5.66150 0.05728 0.51 0.07 -0.43
H -0.61047 4.62094 -1.39187 0.41 0.23 0.83
H 0.96998 4.52915 -0.53770 -0.24 0.01 0.15
H -0.02911 3.61739 1.42078 -0.48 0.27 0.28
H -2.84470 4.04812 0.33596 -0.60 -0.44 -0.01
H -2.03054 5.35751 1.12142 0.09 0.25 -0.03
H -3.46141 5.36969 2.97799 -0.40 0.77 0.07
H -3.74432 3.83805 3.81501 -0.45 -0.12 0.29
H -4.39215 4.04703 2.09211 0.80 0.44 1.24
H -0.50571 2.28325 -0.79457 -0.78 -0.52 0.25
H -1.98345 2.07819 -0.01473 -0.38 0.56 -0.19
C 3.17146 0.71634 -1.29330 0.77 -2.92 -0.72
C 1.70681 1.03993 -1.28594 0.97 -0.79 0.99
C 1.24068 1.44593 -2.59889 -1.54 2.01 -1.07
O -0.12811 1.92478 -2.36286 1.25 0.06 -1.33
C -0.71680 2.52407 -3.52430 -0.45 0.52 0.03
N 0.79143 0.00532 -0.64743 -0.33 -0.18 -1.94
H 3.83515 1.53022 -1.55353 -0.26 0.41 -0.14
H 3.38298 -0.16121 -1.98709 -0.15 1.15 0.68
H 3.45457 0.34737 -0.31044 0.21 0.11 -0.01
H 1.70466 1.83539 -0.62426 -0.64 2.07 1.08
H 1.29205 0.66472 -3.32518 -0.39 -0.79 -0.39
H 1.80508 2.27797 -3.08565 -0.05 -0.41 0.80
H -1.61388 3.07650 -3.16299 0.78 0.06 -0.20
H -1.14432 1.75269 -4.16553 0.45 -0.06 -0.30
H 0.00839 3.19393 -4.08629 -0.86 -0.78 0.74
H 1.35387 -0.81460 -0.39451 0.30 -0.13 -0.08
H 0.24724 -0.39173 -1.48262 0.20 0.41 1.39

***

(4)
7
Properties=species:S:1:pos:R:3:forces:R:3 method="wB97M-V/def2-TZVPD" smiles="O=CC(F)F" total_charge=0 homo_ev=-10.7 gap_ev=10.22 e_lumo_ev=-0.429
C 0.48629 -0.09183 0.43762 0.19 4.86 3.82
C -1.00987 0.43017 0.37990 -2.26 -4.48 -5.53
H 0.88650 -0.18766 1.59564 -0.71 1.25 -2.70
H -1.07027 1.64753 0.53259 -0.48 -3.19 0.02
O -1.78768 -0.39841 -0.31621 3.42 5.45 4.53
F 1.01002 -1.09571 -0.12657 -0.46 -2.58 -1.83
F 0.94850 1.06208 -0.37384 0.31 -1.30 1.70

***

(5)
17
Properties=species:S:1:pos:R:3:forces:R:3 method="wB97M-V/def2-TZVPD" total_charge=+1 homo_ev=-12.9 gap_ev=6.10 e_lumo_ev=-6.824
C -2.32184 0.68088 0.78642 0.32 0.96 1.23
C -3.00343 0.22240 -0.49088 -1.49 0.24 1.45
C -1.80241 -0.54209 -0.04404 0.10 0.91 1.76
C -0.44492 -0.33851 -0.56611 0.71 0.22 -1.47
C 3.66399 -0.26295 -0.16575 5.08 0.89 -0.13
N 0.69929 -0.59313 -0.02947 -0.73 0.87 -1.96
O 4.27595 0.64554 0.53215 -0.66 -1.51 -2.50
H -1.62086 1.61701 0.82693 -1.68 -1.79 -0.33
H -2.83470 0.45846 1.80361 1.08 0.27 -2.01
H -4.11317 -0.07032 -0.44871 2.14 -0.19 0.04
H -2.82956 0.90277 -1.26696 0.27 0.69 -1.33
H -1.88831 -1.36927 0.60574 -0.34 -1.27 0.12
H -0.43251 0.09046 -1.60873 0.25 -0.21 1.02
H 4.16180 -1.00689 -0.88062 -0.03 1.39 1.02
H 2.65193 -0.29834 -0.13239 -3.93 -0.17 0.84
H 0.63950 -0.98259 0.87291 -0.56 -0.70 1.56
H 5.19924 0.84655 0.20588 -0.53 -0.61 0.70

***

(6)
9
Properties=species:S:1:pos:R:3:forces:R:3 method="wB97M-V/def2-TZVPD" smiles="C=CC1SS1" total_charge=0 homo_ev=-8.4 gap_ev=8.48 e_lumo_ev=0.075
C 1.55887 0.04009 0.08946 3.43 -0.36 -2.14
C 0.35385 0.06426 0.49452 -5.12 -0.50 1.30
C -0.88986 -0.12062 -0.45890 0.87 0.39 0.85
S -2.44442 -1.17210 -0.11699 1.83 0.81 -0.09
S -2.28751 0.88991 0.15226 0.36 -0.34 -0.89
H 2.35436 0.36199 0.80050 -0.36 -0.61 -1.08
H 1.71556 -0.30914 -0.98305 0.51 0.78 1.51
H 0.14491 0.31087 1.55132 -0.26 -0.11 -0.72
H -0.50576 -0.06528 -1.52911 -1.26 -0.05 1.26

***

One value per record, in order, for energy: -8898.476; -10536.987; -209062.283; -9585.815; -8873.415; -24844.341 eV.